C5H8N2 | the ωB97M-V functional and the def2-TZVPD basis

Each line ends with the natural charge from an NBO analysis.
Geometry (Å):
1 N -1.3186 0.2558 0.6726  -0.229
2 N -0.8878 1.5955 0.7492  -0.274
3 C 2.1951 -0.3323 -0.1768  -0.624
4 C -0.2186 -0.5086 0.4177  -0.004
5 C 0.8732 0.2424 0.1911  -0.169
6 C 0.4168 1.5476 0.5306  0.001
7 C -2.1829 -0.4008 -0.4964  -0.414
8 H 2.9063 0.4130 -0.5340  0.220
9 H 2.6173 -0.8333 0.6967  0.219
10 H -1.8728 -1.4225 -0.8363  0.213
11 H 1.0708 2.4033 0.7098  0.207
12 H -3.1466 -0.5090 -0.0411  0.212
13 H -0.3369 -1.5723 0.4876  0.205
14 H -2.1822 0.2068 -1.4070  0.219
15 H 2.0670 -1.0856 -0.9637  0.218

HOMO level = -0.328 Ha
SMILES string = Cc1cnn(C)c1
relative energy (zero: lowest compared OMol25 entry of this formula, charge and spin) = 241.5 kJ/mol
molar mass = 96.13 g/mol
net charge = 0
electronic energy = -8292.4929 eV